1.
{
  "formula": "C19H43Cl8N5O5",
  "method": "wB97M-V/def2-TZVPD",
  "orbital_gap_ev": 9.627,
  "charge": 0,
  "lumo_energy_ev": 0.12,
  "de_lowest_kcal_mol": 0.0,
  "total_energy_ha": -5081.2343,
  "smiles": "CNC(C)=O.CNC(C)=O.CNC(C)=O.CNC(C)=O.CNC(C)=O.ClCCl.ClCCl.ClCCl.ClCCl",
  "elements": ["C", "N", "C", "C", "O", "H", "H", "H", "H", "H", "H", "H", "C", "N", "C", "C", "O", "H", "H", "H", "H", "H", "H", "H", "C", "N", "C", "C", "O", "H", "H", "H", "H", "H", "H", "H", "C", "N", "C", "C", "O", "H", "H", "H", "H", "H", "H", "H", "C", "N", "C", "C", "O", "H", "H", "H", "H", "H", "H", "H", "Cl", "C", "Cl", "H", "H", "Cl", "C", "Cl", "H", "H", "Cl", "C", "Cl", "H", "H", "Cl", "C", "Cl", "H", "H"],
  "xyz": [[0.7633, -1.8752, -1.3944], [1.7346, -0.9719, -0.7609], [1.9023, 0.2989, -1.1910], [2.9840, 1.0525, -0.4820], [1.1383, 0.8892, -1.9484], [1.1862, -2.1721, -2.3542], [-0.2026, -1.3764, -1.4739], [0.7333, -2.7667, -0.7680], [2.0855, -1.2650, 0.1398], [3.4083, 0.4921, 0.3511], [2.5209, 1.9403, -0.0514], [3.7599, 1.3863, -1.1709], [-5.4393, -3.5485, -4.9012], [-6.5781, -2.6886, -4.9722], [-7.4303, -2.5215, -6.0102], [-8.5928, -1.5248, -5.7778], [-7.2144, -2.9702, -7.1051], [-4.5590, -3.0046, -5.2438], [-5.5371, -4.4911, -5.4398], [-5.1603, -3.8157, -3.8820], [-6.6726, -2.0928, -4.1622], [-9.5320, -2.0675, -5.6714], [-8.6529, -1.0835, -6.7727], [-8.3711, -0.7507, -5.0431], [0.2405, -8.5668, 6.4364], [1.3400, -7.8530, 5.9181], [1.2196, -6.7595, 5.0664], [-0.1798, -6.1665, 4.7856], [2.2078, -6.1247, 4.7822], [-0.7306, -8.0724, 6.4090], [0.5451, -8.8878, 7.4325], [0.0848, -9.5505, 5.9935], [2.2946, -8.1659, 6.0227], [-0.6696, -6.8818, 4.1249], [-0.0240, -5.1902, 4.3266], [-0.6935, -6.0023, 5.7328], [3.7175, 8.9730, 4.0940], [3.4385, 7.6184, 4.5773], [2.7094, 7.2180, 5.6076], [2.2153, 8.2497, 6.5150], [2.5160, 6.0427, 5.6838], [3.9880, 9.6820, 4.8764], [2.9231, 9.2000, 3.3828], [4.6361, 8.8858, 3.5138], [3.5875, 6.9177, 3.8654], [2.8929, 9.0472, 6.8198], [1.9169, 7.7936, 7.4589], [1.3367, 8.8366, 6.2474], [-4.5823, 3.0481, -2.1124], [-3.7720, 2.8762, -3.3528], [-4.3360, 3.0180, -4.5614], [-3.4504, 2.7790, -5.6700], [-5.4822, 3.3679, -4.7600], [-4.4905, 4.0104, -1.6087], [-4.1886, 2.3276, -1.3955], [-5.6297, 2.7571, -2.1916], [-2.7987, 2.6070, -3.3660], [-3.5896, 3.4745, -6.4977], [-3.6287, 1.8169, -6.1503], [-2.4236, 2.6577, -5.3250], [5.1881, -5.2505, -1.7758], [6.0224, -5.3098, -0.2871], [6.5921, -3.6414, 0.1269], [5.3962, -5.7620, 0.4820], [6.9020, -5.9330, -0.4485], [10.4244, 6.5731, 2.1462], [9.1469, 5.2527, 2.1710], [8.4101, 5.1758, 0.6014], [9.6370, 4.2818, 2.2433], [8.3798, 5.5264, 2.8954], [-0.8594, 7.1400, -1.3259], [0.5201, 6.9745, -2.4059], [1.7397, 8.1961, -1.9961], [0.9246, 6.0065, -2.1103], [0.2089, 7.0596, -3.4471], [-0.4206, -8.6544, -0.7389], [-2.1128, -9.2107, -0.8046], [-2.5061, -10.3265, 0.5547], [-2.8374, -8.3999, -0.7292], [-2.1705, -9.7547, -1.7474]],
  "atomic_forces_ev_per_a": [[0.9, 0.4, 0.5], [-0.5, -0.9, -0.4], [-0.8, 1.1, 0.9], [0.2, 0.4, 0.5], [0.5, -0.9, -0.4], [-0.5, 0.1, -0.2], [0.0, -0.3, -0.2], [-0.3, 0.1, -0.1], [0.3, 0.3, -0.4], [0.2, -0.1, -0.2], [0.0, 0.1, -0.1], [0.0, -0.1, 0.0], [1.3, -0.2, -0.3], [-0.5, 0.1, 1.6], [0.0, 1.6, 0.5], [0.8, -0.7, -1.2], [-0.1, -1.1, -0.8], [0.2, -0.2, -0.5], [-0.2, 0.3, -0.3], [-0.6, 0.1, 0.3], [-0.4, -0.1, -0.3], [0.1, 0.1, 0.6], [-0.2, 0.4, 0.2], [-0.3, -0.3, 0.2], [-0.1, -2.1, 1.0], [-0.3, 1.8, -2.1], [-0.2, 0.7, 2.0], [1.2, -0.8, 0.1], [0.7, 0.0, -0.9], [0.5, 0.3, 0.2], [-0.6, 0.5, 0.5], [-0.1, -0.1, -0.8], [-0.2, -0.1, 0.2], [-0.6, 0.3, 0.1], [0.0, -0.3, -0.2], [-0.2, -0.3, -0.2], [0.5, -1.2, -0.4], [1.6, 1.7, -1.8], [0.3, 0.7, -1.0], [-0.9, 1.3, 2.6], [-1.2, -2.5, 1.3], [-0.8, 0.0, 0.0], [0.0, 1.0, 0.3], [0.0, 0.1, -0.2], [0.0, -0.2, 0.4], [0.6, -0.3, -0.4], [0.1, -0.3, -0.1], [-0.2, -0.4, -0.8], [1.2, -1.1, 0.3], [-1.1, 0.3, 1.3], [-1.1, 0.8, 0.1], [1.8, -1.2, -1.9], [-0.8, 0.0, 0.5], [0.0, 0.2, -0.6], [0.2, 0.0, 0.1], [0.1, 0.3, -0.8], [-0.3, 0.1, 0.7], [0.2, 0.3, 0.4], [-0.5, -0.2, 0.2], [0.3, 0.6, -0.4], [-1.0, -0.1, -1.3], [1.1, 0.1, 0.6], [-0.2, -0.8, 0.3], [0.1, 0.5, 0.1], [0.0, 0.2, 0.3], [-0.7, -0.8, 0.4], [0.9, 0.7, -0.4], [-0.7, 0.1, -0.9], [0.0, 0.4, 0.8], [0.5, -0.3, 0.1], [-0.6, 0.2, 0.0], [0.2, -0.3, 0.7], [0.1, 0.0, -0.3], [0.2, 0.1, -0.7], [0.2, 0.0, 0.3], [-0.5, 0.2, 0.2], [0.2, -0.5, 0.2], [0.2, 0.3, -0.5], [0.5, 0.0, -0.1], [-0.4, 0.0, 0.3]],
  "mulliken_charge": [-0.84, -0.21, 0.64, -0.86, -0.64, 0.26, 0.27, 0.34, 0.27, 0.29, 0.25, 0.24, -0.86, -0.19, 0.58, -0.90, -0.61, 0.29, 0.28, 0.33, 0.24, 0.24, 0.28, 0.33, -0.82, -0.15, 0.65, -1.10, -0.62, 0.28, 0.31, 0.29, 0.22, 0.34, 0.27, 0.33, -0.83, -0.22, 0.74, -1.15, -0.63, 0.30, 0.29, 0.30, 0.24, 0.32, 0.33, 0.30, -0.88, -0.16, 0.74, -0.95, -0.64, 0.27, 0.35, 0.29, 0.19, 0.28, 0.24, 0.28, -0.13, -0.21, -0.16, 0.26, 0.24, -0.16, -0.22, -0.13, 0.25, 0.26, -0.15, -0.17, -0.15, 0.19, 0.28, -0.13, -0.24, -0.15, 0.27, 0.26]
}


2.
{
  "formula": "C9H7F3LiO2",
  "method": "wB97M-V/def2-TZVPD",
  "orbital_gap_ev": 6.124,
  "charge": -1,
  "lumo_energy_ev": 2.98,
  "total_energy_ha": -804.8365,
  "elements": ["Li", "C", "C", "O", "C", "C", "C", "C", "C", "C", "O", "H", "H", "H", "H", "H", "H", "H", "F", "C", "F", "F"],
  "xyz": [[7.0952, 5.8491, 4.4889], [9.4595, 9.0181, 4.1554], [8.2259, 8.1652, 3.7748], [8.3766, 6.9088, 3.5833], [6.8793, 8.8052, 3.7801], [6.8908, 10.1677, 3.4732], [5.7158, 10.8428, 3.4421], [4.4622, 10.1874, 3.7357], [4.4672, 8.8952, 4.1494], [5.6854, 8.0912, 4.2502], [5.5050, 6.9024, 4.6658], [10.2059, 8.3612, 4.5860], [9.1655, 9.7694, 4.9222], [9.9169, 9.4876, 3.2883], [7.8382, 10.7146, 3.1018], [5.6989, 11.9070, 3.2319], [3.4982, 10.6637, 3.5203], [3.5856, 8.4334, 4.5867], [5.4348, 4.0530, 3.8362], [6.7623, 3.9051, 3.7617], [7.1132, 3.7777, 2.4545], [7.2389, 2.7220, 4.2452]],
  "atomic_forces_ev_per_a": [[-0.3, -0.4, -0.4], [-0.8, -0.2, 0.3], [-0.6, -2.4, 0.1], [0.0, 3.3, 0.8], [1.9, -1.9, 0.8], [0.5, 1.0, -0.8], [-1.6, 0.9, -0.1], [0.9, 0.2, -0.5], [0.5, 0.0, 0.7], [-1.3, 0.7, -0.7], [1.8, 0.6, -0.1], [0.0, -0.2, 0.0], [0.3, -0.4, -0.7], [-0.1, 0.2, -0.1], [-1.5, -1.1, 0.9], [0.0, -0.1, -0.3], [0.5, 0.2, 0.5], [-0.1, -0.1, -0.5], [-2.1, -1.8, -0.5], [3.8, 3.6, 1.7], [-0.7, -0.2, -1.8], [-1.1, -1.8, 0.7]],
  "mulliken_charge": [0.77, -1.38, 0.72, -0.77, 0.43, -0.64, -0.41, -0.50, -0.35, 0.62, -0.87, 0.38, 0.38, 0.33, 0.15, 0.35, 0.33, 0.35, -0.22, -0.15, -0.27, -0.26]
}


3.
{
  "formula": "C4H8NO",
  "method": "wB97M-V/def2-TZVPD",
  "orbital_gap_ev": 9.368,
  "charge": 1,
  "lumo_energy_ev": -5.00,
  "de_lowest_kcal_mol": 111.5,
  "total_energy_ha": -286.7648,
  "elements": ["C", "C", "C", "C", "N", "O", "H", "H", "H", "H", "H", "H", "H", "H"],
  "xyz": [[0.6865, 0.9203, -2.1409], [-0.2543, 0.4999, -1.3089], [0.7745, 0.0635, 1.0318], [-0.7168, -0.2040, 1.1751], [-0.0750, -0.2171, -0.0970], [-1.0709, -1.5326, 1.2781], [0.5887, 1.5967, -3.0494], [1.6991, 0.6572, -2.0153], [-1.2698, 0.8064, -1.4030], [1.0776, 1.0664, 1.2860], [1.5535, -0.6204, 1.5265], [-1.4300, 0.5850, 1.5463], [-0.1198, -1.8213, 0.0597], [-1.4433, -1.7999, 2.1111]],
  "atomic_forces_ev_per_a": [[-0.2, 0.7, -0.9], [-0.4, 1.4, -0.4], [0.8, -0.6, 3.0], [0.5, 1.2, 0.0], [1.6, -3.3, -0.9], [-0.2, -0.9, -0.2], [-0.7, -1.1, 1.4], [1.1, -0.4, 0.5], [-0.7, 0.0, -0.3], [-0.2, 0.6, -0.7], [-1.4, 0.4, -1.6], [0.7, -1.0, -0.8], [-0.7, 3.5, 0.0], [-0.2, -0.5, 0.9]],
  "mulliken_charge": [-0.69, -0.02, -0.47, 0.17, -0.22, -0.47, 0.25, 0.27, 0.37, 0.31, 0.21, 0.40, 0.55, 0.35]
}